Entry 1:
A molecular structure, C49H37F6N5O5S2SiZr in a non-equilibrium geometry, computed with ωB97M-V/def2-TZVPD.

Positions of all 106 atoms, in Å:
F  -1.31  1.65  4.89
H  -2.29  -1.15  -4.79
C  -4.32  0.31  -4.21
C  2.89  -0.62  -4.24
C  -2.93  -0.43  -2.14
H  -2.43  -2.64  4.87
H  -4.92  -0.94  2.01
C  -1.23  2.82  4.19
C  -3.86  0.35  4.12
S  -0.14  2.75  2.64
H  5.02  -2.32  0.20
C  -0.11  -1.36  4.13
C  -0.75  -1.13  2.86
C  -1.30  2.75  -3.44
C  -4.19  -0.46  -3.03
C  2.63  -2.02  1.74
C  -4.43  -0.47  -0.11
H  -1.68  3.63  -4.00
C  5.02  -2.19  2.69
H  5.20  -1.19  2.32
C  5.72  -4.07  4.00
H  -0.60  -1.23  5.06
H  -5.57  0.84  -5.86
H  -3.90  1.13  3.36
H  1.90  1.16  -5.07
H  1.97  4.16  -1.54
C  -4.57  -0.45  6.29
N  1.96  -1.08  -0.53
H  6.53  -4.65  4.47
F  -0.95  3.82  5.04
H  6.96  -2.35  3.49
F  2.97  3.74  0.85
C  3.43  3.08  1.94
C  1.99  -0.78  -3.04
H  0.40  -1.06  -5.36
H  1.93  3.00  -2.84
H  1.40  4.70  -3.12
C  -4.56  0.54  5.28
H  -1.09  4.61  0.13
C  -5.52  0.29  -4.93
C  4.00  -1.42  -1.56
H  -3.75  -2.29  6.90
H  4.76  -1.40  -2.28
H  2.01  -1.84  4.58
C  2.72  0.45  -5.15
C  -1.49  4.42  -0.88
C  4.46  -4.61  3.91
C  -3.00  -0.74  3.97
C  -5.21  -1.35  -2.73
H  -0.70  2.16  -4.15
C  4.91  -1.23  -5.37
H  5.58  0.07  -6.89
C  5.98  -2.84  3.42
C  1.43  3.86  -2.42
O  -0.02  4.12  2.19
H  -7.28  -1.87  -2.99
O  -0.74  1.80  1.66
H  -5.19  -0.40  7.18
F  3.52  4.02  2.93
Si  -0.29  3.26  -1.85
O  1.91  1.14  1.10
C  2.59  -1.05  -1.75
C  3.45  -3.96  3.18
H  5.77  -1.87  -5.44
H  -2.17  2.16  -3.14
H  -5.33  -0.30  -0.64
N  -0.38  -0.54  -2.12
H  -1.56  5.32  -1.47
C  4.79  -0.13  -6.19
C  3.90  -1.55  -4.49
C  -2.14  -0.90  2.71
N  0.21  -1.22  1.87
H  -2.45  3.92  -0.79
N  -2.12  -0.43  0.27
C  -6.43  -1.28  -3.37
C  -2.77  -0.67  1.46
H  -3.52  0.99  -4.50
C  0.58  -0.73  -3.17
F  -2.49  3.03  3.73
C  -3.00  -1.72  4.98
O  0.05  1.91  -0.95
C  1.23  -1.66  3.87
C  -6.62  -0.42  -4.41
H  3.51  1.51  -6.82
C  3.65  0.67  -6.13
H  -5.03  -2.07  -1.95
C  -3.77  -1.56  6.12
H  4.26  -5.52  4.47
C  -0.12  -0.95  -4.43
C  3.76  -2.74  2.56
H  2.42  -4.36  3.11
O  3.29  0.76  3.16
S  2.37  1.63  2.45
N  1.18  2.13  3.33
Zr  0.14  0.22  0.17
H  -7.60  -0.34  -4.91
C  -1.64  -0.58  -2.73
C  -1.47  -0.95  -4.12
C  -4.20  -0.72  1.24
C  4.12  -1.92  -0.27
H  -5.17  1.43  5.40
C  -3.12  -0.39  -0.73
F  4.69  2.67  1.68
H  4.01  -2.46  -3.93
C  2.88  -1.67  0.38
C  1.43  -1.69  2.43

## Properties
HOMO energy (spin up / spin down)	-7.04 / -7.04	eV
strongest force on any atom	3.5	eV/A
orbital gap (spin up / spin down)	0.1999 / 0.1999	Ha

***

Entry 2:
A molecular structure, C49H38ClI2N8O4RbS, computed with ωB97M-V/def2-TZVPD.

Positions of all 104 atoms, in Å:
H  -1.48  -2.17  5.96
C  -2.86  3.18  1.51
O  -1.45  1.57  2.52
C  3.26  3.48  -2.18
C  -3.94  -0.69  -3.50
H  -12.64  3.53  -6.32
H  -0.47  -2.19  -3.10
H  -13.66  2.44  -7.29
C  3.48  -3.62  -6.21
C  -8.37  1.01  -4.86
C  -5.16  0.38  -1.11
C  -4.63  4.53  0.56
N  1.61  2.89  1.02
Cl  -5.04  4.80  -2.11
C  -3.04  3.42  -0.89
H  4.37  3.28  -4.01
H  3.55  2.87  1.88
C  2.20  3.01  -1.41
H  -11.28  2.73  -4.61
C  1.84  -4.94  4.28
C  3.55  2.91  -3.41
H  3.94  -4.31  -6.93
C  -5.79  0.42  -2.39
H  -1.06  -0.56  4.07
C  -7.17  0.65  -4.10
H  0.99  4.36  -0.28
H  2.71  4.46  0.12
C  -3.31  -1.23  -4.63
C  -12.86  2.48  -6.56
C  -4.17  4.21  -0.71
C  -0.73  -2.39  5.21
C  1.00  -3.80  4.30
C  -3.26  -0.75  -2.27
N  -2.03  -1.27  -2.16
H  3.25  1.67  0.59
I  4.42  -4.42  0.84
C  2.94  -4.15  2.29
O  -11.74  1.84  -7.15
C  -9.38  1.79  -4.33
C  2.92  -1.44  -5.54
C  1.38  1.93  -1.79
C  -5.03  0.78  1.24
H  2.84  -0.37  -5.63
H  -1.55  -2.22  -5.34
H  0.68  2.92  2.88
C  -2.39  2.91  0.23
H  -9.30  2.19  -3.33
C  1.89  3.75  -0.12
H  3.43  -5.97  3.31
N  0.39  -1.72  3.22
H  0.15  4.18  1.77
H  2.96  1.43  -4.83
H  -5.40  1.19  2.17
H  -5.49  5.17  0.67
H  2.16  -1.39  -3.65
N  -6.11  0.05  -4.60
H  -4.29  4.23  2.67
H  1.74  4.33  2.58
C  1.14  -2.84  3.26
C  -1.46  -1.77  -3.23
I  1.68  -6.44  5.75
H  -6.69  1.39  0.05
C  -0.51  -1.49  4.15
C  3.42  -2.24  -6.52
H  -9.75  0.49  -7.93
H  -1.52  2.29  0.09
C  -10.66  1.61  -6.35
N  2.51  -1.99  -4.40
S  1.70  -3.90  -2.80
C  -3.96  4.02  1.66
N  -3.22  -0.31  0.11
C  2.45  -3.36  -4.16
C  -10.53  2.10  -5.06
C  2.79  -5.10  3.30
H  -3.18  0.08  2.11
N  3.03  -4.16  -5.12
C  1.02  3.62  2.12
C  -3.90  -0.22  -1.05
C  2.14  -2.98  2.18
C  2.76  1.86  -3.86
C  1.71  1.39  -3.05
H  -13.17  1.97  -5.65
H  -7.72  -0.06  -6.59
C  -2.07  -1.78  -4.50
C  -8.51  0.54  -6.17
C  -5.72  0.89  0.07
C  -9.64  0.84  -6.91
O  -2.66  2.92  3.85
C  2.80  2.18  1.44
C  -2.25  2.50  2.75
H  -2.68  3.20  -1.88
C  -3.77  0.16  1.21
H  3.87  4.31  -1.83
O  2.25  -2.13  1.27
H  -0.14  -4.24  6.08
H  2.54  1.43  2.20
H  -7.69  1.36  -2.17
H  -3.82  -1.18  -5.59
H  1.09  0.58  -3.46
H  3.76  -1.85  -7.46
Rb  0.15  -0.24  0.51
C  0.01  -3.54  5.28
N  -7.03  0.89  -2.76
C  -5.24  -0.09  -3.53

## Properties
energy above the lowest of the compared OMol25 structures with the same formula, charge and spin	160.9	kJ/mol
charge	-2
HOMO energy	-1.70	eV
strongest force on any atom	0.5	eV/A
orbital gap	0.1635	Ha

***

Entry 3:
A molecular structure, C49H40CoN3P2SSi in a non-equilibrium geometry, computed with ωB97M-V/def2-TZVPD.

Positions of all 97 atoms, in Å:
H  -0.84  -1.76  5.99
H  0.21  -3.87  5.26
H  1.81  3.66  -4.90
C  -2.29  -3.21  -2.77
H  3.34  -4.45  -3.08
H  1.00  0.12  -7.16
N  -0.96  1.98  -0.38
C  1.16  -1.87  2.70
C  -3.21  -1.05  -3.26
H  -0.22  -3.25  -2.22
C  -5.27  -2.07  0.68
H  0.32  3.51  -0.80
C  -1.98  -0.47  -3.01
H  4.64  -1.90  0.10
C  2.65  1.05  2.46
C  -2.25  1.57  -0.22
H  -1.91  1.12  2.81
H  1.34  2.43  -2.81
C  -4.52  -4.28  1.32
C  0.94  0.57  -3.80
C  -0.88  -1.25  -2.64
H  1.73  -1.90  1.78
C  -0.73  3.25  -0.69
C  -3.21  -3.87  1.23
H  -3.21  3.10  3.50
C  1.08  0.62  -6.21
H  -1.87  0.61  -3.12
H  1.65  3.51  2.72
C  -3.32  2.49  -0.36
H  -4.33  -2.89  -3.33
C  2.19  -2.67  -2.79
C  3.21  -3.55  -2.49
C  -3.04  3.80  -0.68
H  -4.35  2.20  -0.19
C  0.59  3.41  2.89
C  3.10  1.32  3.75
Si  2.78  0.56  -0.30
C  -1.72  4.20  -0.85
C  -5.55  -3.37  1.04
H  -3.85  4.51  -0.78
H  1.65  2.50  -7.08
C  -0.15  4.53  3.27
H  -0.60  0.28  4.64
H  3.61  1.46  -2.49
C  5.36  1.18  2.96
C  3.54  0.83  1.40
H  4.86  -3.99  -1.19
C  -2.41  0.21  0.11
C  3.93  -2.12  -0.69
C  -2.15  3.19  3.33
C  -0.29  -1.79  5.07
C  1.03  -3.01  3.47
C  4.07  -3.29  -1.42
C  -1.05  -2.62  -2.53
H  0.52  -1.11  -5.09
C  0.31  -2.98  4.65
C  1.45  1.96  -6.16
C  2.00  -1.52  -2.01
C  0.56  -0.67  3.11
H  -4.75  -5.29  1.61
C  4.45  1.39  4.00
C  4.91  0.90  1.68
C  -3.94  -1.64  0.58
H  -6.58  -3.68  1.12
H  4.81  1.62  4.99
P  0.64  -0.31  -2.23
H  -2.09  5.28  3.79
C  -0.03  2.17  2.74
C  -2.91  -2.55  0.86
H  2.39  1.48  4.55
H  -2.40  -4.56  1.45
H  1.53  -2.88  -3.63
H  -4.44  0.22  -0.05
H  -1.46  5.22  -1.10
C  3.90  1.54  -1.44
C  -1.52  4.42  3.49
Co  0.49  0.51  -0.14
C  0.82  -0.07  -5.04
H  4.91  1.14  -1.35
C  1.28  1.92  -3.76
H  -2.40  -4.28  -2.67
C  -1.41  2.08  2.95
N  -1.24  -0.55  0.31
C  -0.15  -0.64  4.30
C  1.54  2.61  -4.94
C  2.91  -1.21  -0.98
H  -4.05  -0.43  -3.56
S  -1.28  -2.10  0.69
H  5.63  0.75  0.89
P  0.90  0.78  2.04
H  3.93  2.60  -1.16
H  1.51  -3.93  3.15
C  -3.37  -2.43  -3.14
H  -6.08  -1.37  0.47
N  -3.65  -0.35  0.22
H  6.43  1.24  3.16
H  0.34  5.48  3.40

## Properties
expectation value of S²	3.86
2S+1	4
energy above the lowest of the compared OMol25 structures with the same formula, charge and spin	71.1	kJ/mol
charge	+1
HOMO energy (spin up / spin down)	-8.48 / -9.97	eV
strongest force on any atom	1.1	eV/A
orbital gap (spin up / spin down)	0.2413 / 0.2085	Ha

***

Entry 4:
A molecular structure, C49H41BaN12O2S in a non-equilibrium geometry, computed with ωB97M-V/def2-TZVPD.

Positions of all 106 atoms, in Å:
C  -2.04  -0.33  2.78
C  -0.77  0.71  4.58
C  -0.95  -9.79  -0.83
H  4.61  -4.38  4.06
H  2.30  3.98  2.53
N  0.29  -0.48  -3.37
H  -3.82  2.75  1.23
C  0.74  0.61  -5.44
N  -0.08  -5.74  -0.18
H  -1.56  0.53  6.56
C  3.40  2.30  -1.11
H  -0.87  -2.18  -3.46
H  -1.97  -11.19  -2.11
C  -2.21  -9.15  -2.76
C  -1.75  2.60  0.73
N  -2.59  -0.53  -1.34
C  2.72  3.36  1.76
N  0.97  -4.20  1.03
H  0.08  1.28  4.89
H  1.36  -0.87  2.80
H  -2.71  3.05  -2.91
C  -0.05  2.82  -2.51
N  -0.79  2.58  -0.20
C  2.93  -1.44  4.16
N  3.36  -0.32  -0.65
C  3.84  -2.42  4.51
H  1.60  3.36  -0.59
C  -3.38  -1.28  -0.57
H  -4.50  3.05  -1.17
H  -3.58  -0.72  5.80
H  -0.57  -10.55  -0.16
H  -2.82  -9.40  -3.62
H  4.22  4.70  1.25
C  -0.92  0.43  3.22
H  -0.03  -8.18  0.28
C  3.01  -3.83  2.74
H  -1.42  2.45  1.75
H  1.23  1.43  -5.96
H  4.52  -2.26  5.34
C  2.10  2.98  -1.48
C  5.11  0.68  1.49
C  -1.73  -10.15  -1.92
H  -0.45  2.43  -3.45
C  3.37  1.07  -0.20
H  -5.06  -2.57  -0.41
H  5.22  3.51  -0.51
C  2.06  -1.65  3.09
C  -1.91  -7.82  -2.52
C  -2.83  -0.40  5.09
H  2.18  2.18  -4.03
Ba  0.04  -0.45  0.04
N  1.16  2.09  -2.16
H  -1.17  -2.13  -5.91
H  4.93  -1.34  2.15
H  2.61  0.83  -2.96
H  -2.26  0.25  -3.21
H  -4.20  -0.85  -4.27
C  -1.71  0.30  5.51
C  3.89  -3.61  3.79
C  -3.09  2.78  0.43
C  4.72  -0.60  1.38
C  4.75  1.47  0.28
C  0.88  0.49  -4.06
H  -0.12  -0.26  -7.21
C  -3.46  2.94  -0.89
H  -1.17  -5.40  -1.84
O  -3.88  -2.17  1.54
H  3.03  -4.76  2.19
N  -2.19  -0.57  1.40
H  3.99  -2.14  -0.02
H  2.33  3.86  -2.12
N  -0.83  -6.13  -1.21
C  2.00  2.09  1.55
C  4.00  -1.07  0.17
C  -1.12  -7.46  -1.42
C  -0.64  -8.46  -0.57
H  -2.28  -7.05  -3.18
C  -4.00  -1.00  -3.22
H  -5.65  -2.33  -2.85
C  1.78  1.44  -3.31
N  0.08  0.80  2.28
C  2.10  -2.85  2.39
O  0.55  2.86  3.27
H  5.42  1.16  -0.52
C  -2.91  -0.38  -2.63
C  0.00  -0.33  -6.13
C  -0.59  -1.36  -5.42
H  2.87  -0.51  4.70
C  -4.79  -1.82  -2.43
N  1.19  -3.00  1.28
C  -1.15  2.75  -1.47
C  0.76  1.93  2.47
C  -2.99  -0.71  3.75
C  -0.42  -1.39  -4.04
H  4.00  2.07  -1.99
C  -4.48  -1.96  -1.09
H  -3.84  -1.28  3.43
H  5.68  1.05  2.34
C  4.40  2.95  -0.07
C  -2.47  2.93  -1.86
H  0.18  3.88  -2.70
C  -3.14  -1.39  0.94
C  3.77  3.74  1.03
N  2.28  1.15  0.74
S  -0.34  -3.26  -1.24
C  0.15  -4.46  -0.11

## Properties
energy above the lowest of the compared OMol25 structures with the same formula, charge and spin	0.0	kJ/mol
charge	-1
HOMO energy	-4.12	eV
strongest force on any atom	1.5	eV/A
orbital gap	0.2231	Ha

***

The highest strongest force on any atom belongs to which entry?
C49H37F6N5O5S2SiZr

***

Number 2 is which compound?
C49H38ClI2N8O4RbS